Record 1
Below is a 2-piece molecular cluster, C25H23BF6O4 overall, with properties calculated with the ωB97M-V functional and the def2-TZVPD basis.

```
! wB97M-V def2-TZVPD RIJCOSX def2/J DEFGRID3
* xyz 0 1
C -4.859 -0.362 -6.514
C -4.916 -0.151 -5.075
C -5.892 -0.491 -4.156
C -5.422 -0.045 -2.906
C -4.178 0.549 -3.119
B -3.157 1.246 -2.059
O -3.009 2.650 -2.465
C -2.219 3.250 -1.482
C -1.871 2.177 -0.385
C -1.013 2.796 0.626
C -1.096 1.005 -1.093
O -1.912 0.466 -2.091
C -3.199 1.618 0.234
O -3.944 1.065 -0.805
O -3.866 0.484 -4.453
H -5.779 -0.877 -6.825
H -4.801 0.593 -7.059
H -4.002 -0.994 -6.794
H -6.824 -0.997 -4.366
H -5.925 -0.139 -1.948
H -1.284 3.635 -1.940
H -2.759 4.103 -1.027
H -0.752 2.086 1.420
H -0.025 3.126 0.111
H -1.477 3.698 1.044
H -0.161 1.391 -1.550
H -0.825 0.221 -0.358
H -2.968 0.849 0.995
H -3.765 2.434 0.721
F 2.633 10.103 0.393
C 1.431 9.579 -0.016
F 0.460 10.349 0.545
F 1.366 9.806 -1.370
C 1.324 8.104 0.324
C 0.329 7.601 1.160
C 0.207 6.212 1.341
C 1.071 5.289 0.695
C 0.967 3.800 0.926
C 2.263 3.089 1.243
C 3.491 3.740 1.545
C 4.684 3.053 1.777
C 4.670 1.656 1.852
C 5.946 0.839 1.965
F 5.711 -0.510 1.914
F 6.817 1.121 0.946
F 6.645 1.055 3.123
C 3.451 0.988 1.766
C 2.267 1.697 1.520
C 2.123 5.861 -0.051
C 2.263 7.236 -0.222
H -0.333 8.296 1.676
H -0.512 5.870 2.087
H 0.379 3.686 1.863
H 3.544 4.831 1.647
H 5.631 3.592 1.879
H 3.428 -0.094 1.863
H 1.336 1.136 1.575
H 2.931 5.231 -0.428
H 3.118 7.650 -0.763
*
```

Gap between HOMO and LUMO, Eh: 0.08392

***

Record 2
Below is C25H23CoN8OS2 as an isolated structure, with properties calculated with the ωB97M-V functional and the def2-TZVPD basis.

```
! wB97M-V def2-TZVPD RIJCOSX def2/J DEFGRID3
* xyz 1 2
Co -1.104 -0.803 0.612
N -3.340 1.439 0.919
C -2.568 1.386 2.019
N -2.760 2.287 2.971
C -1.962 2.176 4.033
N -2.109 3.065 5.020
N -1.017 1.224 4.205
C -0.901 0.392 3.199
N -1.626 0.418 2.075
C 0.115 -0.693 3.278
C 0.868 -0.919 4.417
C 1.775 -1.968 4.400
C 1.895 -2.739 3.256
C 1.103 -2.435 2.159
N 0.232 -1.433 2.172
H -4.134 2.056 0.960
H -3.410 0.608 0.350
H -2.825 3.765 4.953
H -1.550 2.979 5.849
H 0.730 -0.286 5.281
H 2.378 -2.181 5.272
H 2.589 -3.566 3.208
H 1.157 -3.005 1.239
O -0.613 -1.900 -0.860
N -1.438 -2.905 -1.186
C -1.078 -3.662 -2.246
C -1.858 -4.705 -2.654
C -3.041 -4.973 -1.956
C -3.388 -4.187 -0.887
C -2.571 -3.119 -0.483
S -2.923 -2.078 0.840
H -0.150 -3.361 -2.709
H -1.552 -5.297 -3.503
H -3.678 -5.793 -2.256
H -4.293 -4.363 -0.325
N 0.219 0.538 -0.041
S 0.185 1.044 -1.543
C 1.532 0.286 -2.451
C 1.883 0.777 -3.703
C 2.880 0.136 -4.419
C 3.512 -0.982 -3.888
C 3.142 -1.468 -2.644
C 2.139 -0.837 -1.918
C 0.715 2.746 -1.556
C -0.267 3.704 -1.755
C 0.075 5.048 -1.693
C 1.385 5.415 -1.427
C 2.362 4.447 -1.224
C 2.031 3.104 -1.289
H 1.094 0.734 0.436
H 1.396 1.654 -4.109
H 3.168 0.512 -5.392
H 4.294 -1.476 -4.450
H 3.631 -2.342 -2.235
H 1.812 -1.217 -0.958
H -1.287 3.402 -1.957
H -0.680 5.805 -1.855
H 1.652 6.463 -1.382
H 3.383 4.740 -1.021
H 2.790 2.344 -1.149
*
```

Gap between HOMO and LUMO (spin up / spin down), Eh: 0.28323 / 0.28858
Expectation value of S²: 0.765

***

We obtain maximum force values of 5.0 0.1 eV Å⁻¹ for the records listed above, in that order.
We obtain ΔE to the lowest compared entry with this formula, charge and spin values of 0.0 0.0 kcal/mol for the records listed above, in that order.